ORCA calculation (ωB97M-V/def2-TZVPD) on C6H15N in the gas phase.

Last column: Mulliken charge in e.
Positions of all 22 atoms, in Å:
C 0.80719 -0.36256 -0.10481  -0.166
N 0.76052 0.70082 0.87408  -0.356
C -0.31077 0.57589 1.85185  -0.830
C -1.73508 0.89767 1.42839  -0.286
C -2.44790 -0.18049 0.57203  -1.108
C 1.97630 -0.22238 -1.06884  -0.312
C 1.72715 -0.83131 -2.44955  -1.117
H 0.83565 -1.34830 0.36284  0.292
H -0.09977 -0.42154 -0.71040  -0.097
H 0.62502 1.54323 0.38185  0.271
H -0.09639 1.27178 2.63678  0.327
H -0.19389 -0.38478 2.36396  0.387
H -1.65357 1.78289 0.78460  0.186
H -2.41790 1.16305 2.22957  0.404
H -2.27027 -0.06039 -0.48873  0.273
H -2.10159 -1.14769 0.86462  0.304
H -3.51356 -0.14122 0.79496  0.346
H 2.87576 -0.64744 -0.66095  0.288
H 2.17957 0.84111 -1.21810  0.256
H 2.36979 -0.42838 -3.22342  0.353
H 0.68824 -0.70640 -2.74522  0.312
H 1.99550 -1.89355 -2.47550  0.272

Summary:
E_tot: -292.33608 a.u.
Kohn-Sham gap: 0.3632 Eh
structure (SMILES): CCCNCCC


ORCA calculation (ωB97M-V/def2-TZVPD) on 2 unconnected molecules or ions with the total composition C4H14N2O2Si.

Last column: Mulliken charge in e.
Positions of all 23 atoms, in Å:
C -0.82723 -1.47746 0.74400  -0.969
C 0.66315 -1.53264 0.37960  -0.982
C -1.59326 -0.36474 0.23049  0.055
C 1.36515 -0.18365 0.60602  -0.184
N -2.34671 -0.56341 -0.98145  -0.509
N 2.66368 -0.30578 -0.18616  -0.197
O 0.50058 1.30919 -1.61292  -0.454
O -0.81471 3.14499 0.78780  -0.575
Si -0.06960 0.97604 -0.06081  0.533
H -1.34314 -2.32799 0.22144  0.409
H -1.06580 -1.73149 1.81142  0.355
H 1.11769 -2.42057 0.95034  0.421
H 0.75527 -1.95942 -0.62501  0.543
H -2.34306 0.12826 0.73044  0.564
H 1.71226 0.07860 1.61462  0.503
H -3.23549 -0.08607 -1.12271  0.237
H -1.94571 -0.91442 -1.88769  0.223
H -1.62173 3.49922 0.37260  0.342
H 3.10946 0.53420 -0.39018  0.304
H 2.39234 -0.77125 -1.02042  0.338
H 3.31458 -0.86094 0.27266  0.340
H 0.08194 1.93310 -2.17078  0.349
H -0.46964 3.89622 1.33671  0.354

Summary:
E_tot: -709.65191 a.u.
Kohn-Sham gap (spin up / spin down): 0.2750 / 0.2750 Eh
charge: +2


ORCA calculation (ωB97M-V/def2-TZVPD) on a molecular structure, C29H46Br3Cl3CsFMg2N6O10P2S.

Last column: Mulliken charge in e.
Positions of all 104 atoms, in Å:
C -6.02639 -0.44582 4.94007  -1.079
C -5.15919 -0.68797 6.26670  -0.102
C -4.31510 -2.05388 6.26849  -0.629
C -2.89156 -1.84147 5.50083  -0.038
O -1.89258 -1.53021 6.53798  -0.470
C -1.42070 -0.21135 6.28870  -0.597
N -0.64862 0.03833 5.13251  -0.295
C -0.21090 1.38798 5.03280  0.325
C 0.70560 1.73265 3.79171  0.342
C 1.10494 0.69019 2.66575  -0.362
C 1.62963 -0.72039 3.21479  -0.148
C 2.37432 -1.63260 2.11786  -1.111
C 2.07503 -1.22193 0.60048  0.442
C 0.53541 -1.40752 0.11691  -0.289
C 0.41745 -2.03706 -1.41070  -1.248
C 1.07134 -1.03793 -2.54951  0.347
S -0.04919 -1.07570 -4.03911  -0.151
C 0.92290 -0.99785 -5.61521  0.408
N 2.35929 -0.77751 -5.81141  -0.365
N 2.63463 -0.83313 -7.14630  -0.313
C 1.42068 -1.08687 -7.84975  0.308
O 0.35769 -1.18482 -6.91288  -0.217
C 1.27974 3.19149 3.61971  -0.178
O 2.13355 3.57826 2.52454  -0.071
N 3.46151 3.44545 2.81026  0.262
O 3.66769 2.91132 3.85235  -0.258
C 0.91434 4.30294 4.63948  -0.357
Br 1.63127 6.12474 4.43883  -0.090
C -0.03959 3.91996 5.82907  0.211
P -0.54483 5.27445 7.08300  -0.010
P -2.46713 6.04635 6.28691  1.007
O -2.61821 5.54541 4.82466  -0.656
O -2.51622 7.74243 6.24379  -0.503
O -3.79328 5.39668 7.14941  -0.496
C -0.60369 2.44834 6.07290  0.220
N -1.40783 2.27853 7.22692  0.111
C -1.77303 0.90857 7.29517  0.633
C -2.65102 0.48791 8.57683  -0.235
C -3.35821 1.79316 9.22409  -0.381
C -2.38838 2.48972 10.28616  0.370
N -0.96152 2.15306 10.37602  -0.387
O -2.80595 3.37143 11.10173  -0.676
H -5.42730 -0.05638 4.05573  0.236
H -6.58317 -1.42361 4.72458  0.283
H -6.81050 0.35488 5.20764  0.349
H -4.43324 0.20556 6.35204  -0.074
H -5.80980 -0.68547 7.21940  0.357
H -4.83779 -2.91402 5.72937  0.413
H -4.06481 -2.32208 7.35901  0.235
H -2.48617 -2.79941 4.90469  0.156
H -2.99447 -0.97579 4.76006  0.264
H 0.20827 0.60674 1.94818  -0.090
H 1.95439 1.14280 2.03150  0.430
H 0.69558 -1.31790 3.53073  0.094
H 2.25213 -0.62362 4.17870  0.383
H 2.03190 -2.72494 2.25864  0.387
H 3.51429 -1.65201 2.25503  0.336
H 2.49761 -0.17414 0.44312  0.114
H 2.72134 -1.95037 -0.06505  -0.035
H -0.12692 -1.96303 0.85423  0.561
H 0.09005 -0.34762 0.01790  0.183
H 0.81225 -3.10737 -1.46396  0.337
H -0.71315 -2.08134 -1.63302  0.540
H 2.11882 -1.38132 -2.91243  -0.103
H 1.10365 0.06062 -2.18230  -0.105
H 1.40443 -1.19347 -8.98892  0.224
H 0.34723 6.38979 7.01970  0.158
H -2.95782 7.94575 5.37982  0.347
H -4.17341 4.66041 6.62222  0.339
H -1.92037 0.06500 9.36451  0.535
H -3.38411 -0.35036 8.35457  -0.003
H -3.64281 2.57449 8.43226  0.069
H -4.33926 1.43687 9.67920  0.416
H -0.55957 2.59885 11.20913  0.311
H -0.44756 2.47534 9.51972  0.214
Cs 4.40847 -1.99554 -5.38855  0.898
Br -3.36254 -4.32990 4.43598  -0.618
Cl -1.35929 3.42634 3.81011  -0.050
Mg 2.95733 -1.36456 -1.49375  0.415
Br 1.92320 1.63751 -1.25409  -0.552
C 0.61123 -2.44045 -13.96526  -1.396
C 0.97222 -2.99959 -12.59241  1.086
C -0.26969 -3.33522 -11.78715  -1.183
O 1.75458 -2.04533 -11.88549  -0.621
H 0.03627 -1.51650 -13.86859  0.388
H 1.51680 -2.19246 -14.53196  0.424
H 0.02091 -3.15882 -14.54558  0.473
H 1.58748 -3.89984 -12.70884  -0.276
H -0.87629 -2.43962 -11.61750  0.342
H 0.00757 -3.72825 -10.79619  0.324
H -0.88499 -4.08203 -12.30020  0.276
H 1.21983 -1.24897 -11.77683  0.371
Mg 1.58375 -4.71284 -14.11923  0.165
O 1.24658 2.95732 9.00829  -0.884
H 1.18536 3.28425 8.11079  0.202
Cl 5.12611 -3.21517 -15.94291  -0.173
C 5.36424 -2.22927 -14.47807  -0.322
C 6.81030 -2.21543 -14.02631  -0.439
Cl 7.33740 -3.80144 -13.41026  -0.187
H 4.70398 -2.61473 -13.69891  0.202
H 5.04413 -1.21492 -14.72435  0.292
H 6.93629 -1.50168 -13.21013  0.297
H 7.48133 -1.92741 -14.83714  0.330
F 0.72380 -4.04361 -9.17398  -0.920

Summary:
E_tot: -12916.18907 a.u.
Kohn-Sham gap: 0.0374 Eh


ORCA calculation (ωB97M-V/def2-TZVPD) on 3 unconnected molecules or ions with the total composition C4H10O2.

Last column: Mulliken charge in e.
Positions of all 16 atoms, in Å:
C 1.51769 -0.88863 -0.02165  -1.196
C 0.63111 0.12905 0.67947  0.553
O 1.16765 1.38542 0.75731  -0.788
C -0.74237 0.37059 0.05538  0.229
C -1.69680 -0.65598 -0.44903  -1.344
O -1.27485 1.45573 0.53082  -0.468
H 1.85396 -0.48189 -0.98031  0.295
H 1.01834 -1.84955 -0.19316  0.363
H 2.40309 -1.06479 0.59467  0.328
H 0.34896 -0.24592 1.68346  0.308
H 0.81024 1.50746 -0.63780  0.131
H 0.24417 1.15131 -1.24259  0.087
H -1.19484 -1.43268 -1.02758  0.348
H -2.16713 -1.12024 0.42770  0.338
H -2.48699 -0.18933 -1.04072  0.352
H -0.43224 1.92944 0.86402  0.465

Summary:
E_tot: -308.76229 a.u.
Kohn-Sham gap: 0.3501 Eh


ORCA calculation (ωB97M-V/def2-TZVPD) on C2H4N2S2 in the gas phase.

Last column: Mulliken charge in e.
Positions of all 10 atoms, in Å:
C -0.46917 -0.25347 0.01024  0.359
C 0.96704 0.22886 0.01103  0.331
H -1.12614 1.67245 0.03720  0.168
H -2.33914 0.48620 -0.10917  0.226
H -1.62671 -1.75496 -0.06499  0.205
H 3.17386 -0.29872 0.03973  0.143
N -1.41422 0.72072 0.14584  -0.379
N -0.64206 -1.50358 -0.09221  -0.606
S 2.08636 -1.10200 0.05142  -0.136
S 1.39018 1.80449 -0.02910  -0.311

Summary:
E_tot: -984.48523 a.u.
Kohn-Sham gap: 0.3022 Eh
structure (SMILES): [H]/N=C(\N)C(=S)S


ORCA calculation (ωB97M-V/def2-TZVPD) on C4H10O2 in the gas phase.

Last column: Mulliken charge in e.
Positions of all 16 atoms, in Å:
C -2.11608 -0.78730 -0.17671  -1.119
C -1.19886 0.37428 0.23890  -0.333
C 0.24769 0.04462 -0.19603  0.159
O 0.48213 -0.19737 -1.55250  -0.640
C 1.48570 0.80914 0.23548  -0.463
O 2.55220 -0.28226 -0.34002  -0.654
H -3.17110 -0.59012 0.04824  0.354
H -2.01718 -0.95981 -1.25071  0.275
H -1.83409 -1.71513 0.33618  0.304
H -1.59073 1.31176 -0.17119  0.342
H -1.22292 0.47013 1.33778  0.267
H 0.47656 -0.86220 0.38733  0.149
H 1.48569 -0.44876 -1.39674  0.481
H 1.49432 0.92704 1.33628  0.274
H 1.76688 1.72011 -0.28250  0.287
H 3.29484 0.00394 -0.91768  0.317

Summary:
E_tot: -308.82098 a.u.
Kohn-Sham gap: 0.3791 Eh
structure (SMILES): CC[C@@H](O)CO


ORCA calculation (ωB97M-V/def2-TZVPD) on 2 unconnected molecules or ions with the total composition C6H6INO.

Last column: Mulliken charge in e.
Positions of all 15 atoms, in Å:
C 0.02713 1.60590 0.99693  -0.258
C -0.68487 1.62808 -1.10170  -0.447
C 0.17622 1.00979 -0.29793  0.914
C -0.53253 -2.08097 1.00217  -0.364
C -0.20596 -2.01444 -0.24869  -0.311
C 1.05658 -0.09141 -0.83022  -1.187
N -0.91893 2.48999 0.91256  -0.391
O -1.41682 2.51375 -0.37177  -0.194
I 2.93355 -0.37849 0.04970  0.079
H 0.64401 1.43534 1.85229  0.442
H -0.72820 1.42321 -2.18562  0.380
H -1.07229 -3.07769 1.19369  0.227
H -0.43107 -1.28448 1.68079  0.253
H 0.05139 -2.92949 -0.79623  0.308
H 1.10178 -0.24909 -1.85598  0.549

Summary:
E_tot: -659.70132 a.u.
Kohn-Sham gap (spin up / spin down): 0.3024 / 0.3024 Eh


ORCA calculation (ωB97M-V/def2-TZVPD) on 2 unconnected molecules or ions with the total composition C4H6N2.

Last column: Mulliken charge in e.
Positions of all 12 atoms, in Å:
C -0.80027 -1.90047 0.34265  0.006
C -0.47908 -0.75669 0.16413  -0.329
C 1.68456 0.31096 0.01619  -1.470
C 0.27563 0.44383 -0.30587  -0.377
N -2.52652 1.40541 -0.18475  -0.141
N -2.62779 0.32754 -0.33162  0.092
H -1.42052 -2.61100 0.86360  0.325
H 2.04209 -0.50319 -0.52026  0.391
H 1.93429 0.22340 1.13301  0.277
H 2.16042 1.16906 -0.13079  0.478
H -0.10339 0.63050 -1.29966  0.395
H -0.13942 1.26064 0.25339  0.352

Summary:
E_tot: -265.44849 a.u.
Kohn-Sham gap: 0.4072 Eh
structure (SMILES): C#CCC.N#N


Among the records above, which one has the highest E_tot?
C4H6N2


What did the second record say?
ORCA calculation (ωB97M-V/def2-TZVPD) on 2 unconnected molecules or ions with the total composition C4H14N2O2Si.

Last column: Mulliken charge in e.
Positions of all 23 atoms, in Å:
C -0.82723 -1.47746 0.74400  -0.969
C 0.66315 -1.53264 0.37960  -0.982
C -1.59326 -0.36474 0.23049  0.055
C 1.36515 -0.18365 0.60602  -0.184
N -2.34671 -0.56341 -0.98145  -0.509
N 2.66368 -0.30578 -0.18616  -0.197
O 0.50058 1.30919 -1.61292  -0.454
O -0.81471 3.14499 0.78780  -0.575
Si -0.06960 0.97604 -0.06081  0.533
H -1.34314 -2.32799 0.22144  0.409
H -1.06580 -1.73149 1.81142  0.355
H 1.11769 -2.42057 0.95034  0.421
H 0.75527 -1.95942 -0.62501  0.543
H -2.34306 0.12826 0.73044  0.564
H 1.71226 0.07860 1.61462  0.503
H -3.23549 -0.08607 -1.12271  0.237
H -1.94571 -0.91442 -1.88769  0.223
H -1.62173 3.49922 0.37260  0.342
H 3.10946 0.53420 -0.39018  0.304
H 2.39234 -0.77125 -1.02042  0.338
H 3.31458 -0.86094 0.27266  0.340
H 0.08194 1.93310 -2.17078  0.349
H -0.46964 3.89622 1.33671  0.354

Summary:
E_tot: -709.65191 a.u.
Kohn-Sham gap (spin up / spin down): 0.2750 / 0.2750 Eh
charge: +2